[1]
Molecular formula: C5H8O
Method: DFT, ωB97M-V/def2-TZVPD

XYZ file:
```
14
Properties=species:S:1:pos:R:3:forces:R:3
C -0.3370 -0.9066 -1.2147 0.00 -0.01 0.16
C -0.4477 -0.1057 -0.1565 -0.03 -0.11 -0.18
C -1.8005 0.2813 0.4000 -0.03 0.02 0.00
C 0.7585 0.5063 0.5358 -0.04 -0.03 -0.01
C 2.1316 0.0206 0.1059 0.05 -0.33 -0.04
O 2.3989 -1.1130 -0.2125 -0.03 0.53 0.19
H 0.6272 -1.1727 -1.6337 -0.24 -0.02 0.08
H -1.2164 -1.3666 -1.6595 0.08 0.21 0.01
H -1.9377 0.0109 1.4564 0.22 0.00 -0.18
H -2.6018 -0.1988 -0.1708 0.16 0.07 0.08
H -1.9532 1.3661 0.3333 0.06 -0.12 0.02
H 0.6951 0.2873 1.6146 0.01 0.03 -0.11
H 0.7456 1.6033 0.4691 -0.07 -0.17 -0.04
H 2.9374 0.7876 0.1328 -0.13 -0.07 0.03
```
Forces are in eV/Å.

Values from the calculation:
Calculated total energy = -270.51680 Eh
ΔE to the lowest compared entry with this formula, charge and spin = 1.118 eV
HOMO-LUMO gap = 0.38055 Ha

Atomic partial charges in e from the Mulliken method, atoms 1 to 2: number 1, C, carries -0.933; number 2, C, carries 0.816

[2]
Molecular formula: C23H23N3S
Method: DFT, ωB97M-V/def2-TZVPD

XYZ file:
```
50
Properties=species:S:1:pos:R:3:forces:R:3
C -4.4853 -2.1233 -1.5244 -0.07 0.01 0.00
C -4.1706 -0.8218 -0.8540 -0.22 -0.03 0.01
C -5.1710 -0.0514 -0.2664 0.09 0.10 0.05
C -4.8227 1.1498 0.3244 0.01 -0.14 -0.08
C -3.4938 1.5424 0.3217 0.05 -0.06 -0.05
C -2.5629 0.7024 -0.2731 -0.26 0.35 0.14
C -1.0857 1.0484 -0.3346 -0.06 0.01 0.05
C -0.2503 -0.1549 -0.0319 0.11 0.02 0.34
N -0.0977 -1.2244 -0.8710 -0.10 0.09 -0.21
C 0.7809 -2.1017 -0.3038 0.44 -0.07 0.35
C 1.2643 -3.3190 -0.7631 -0.04 -0.07 -0.10
C 2.1875 -3.9799 0.0197 -0.02 -0.08 -0.10
C 2.6247 -3.4457 1.2346 0.17 -0.09 0.17
C 2.1486 -2.2405 1.7004 -0.05 0.03 -0.04
C 1.2131 -1.5505 0.9315 -0.13 -0.20 -0.37
C 0.5236 -0.3117 1.0814 -0.32 0.32 -0.09
C 0.5663 0.7030 2.1736 -0.02 0.03 -0.14
C -0.5652 1.7183 1.9320 0.09 -0.07 0.27
N -0.7482 2.1500 0.5565 -0.11 -0.03 -0.20
C 0.2587 3.0587 0.0317 -0.09 0.05 -0.09
C 1.6075 2.4753 -0.2682 0.17 -0.03 -0.27
C 2.7509 2.5883 0.4581 -0.30 0.12 -0.16
C 3.8346 1.8549 -0.0776 0.09 -0.15 -0.14
C 3.5220 1.1896 -1.2188 -0.34 0.09 -0.11
C 4.3728 0.2840 -2.0343 -0.03 -0.11 -0.06
S 1.8726 1.4794 -1.6673 0.50 0.28 0.42
N -2.9014 -0.4430 -0.8527 0.20 -0.08 -0.19
H -5.1299 -1.9564 -2.3864 -0.06 -0.06 -0.07
H -5.0065 -2.7868 -0.8370 -0.05 -0.10 0.00
H -3.5668 -2.5996 -1.8538 0.02 -0.04 -0.01
H -6.1959 -0.3904 -0.2803 -0.09 -0.04 0.00
H -5.5767 1.7751 0.7813 -0.05 0.04 0.03
H -3.1737 2.4732 0.7600 0.06 0.07 0.05
H -0.8878 1.3675 -1.3680 -0.01 0.01 0.08
H -0.6558 -1.3730 -1.6938 -0.02 -0.05 0.12
H 0.9286 -3.7313 -1.7038 -0.01 -0.06 -0.09
H 2.5840 -4.9292 -0.3104 0.02 -0.06 -0.04
H 3.3516 -3.9954 1.8154 0.05 -0.03 0.05
H 2.4916 -1.8322 2.6398 0.05 0.02 0.10
H 1.5396 1.2000 2.1904 -0.05 -0.05 0.10
H 0.4226 0.2278 3.1475 -0.02 0.04 0.04
H -1.5107 1.2570 2.2350 0.04 0.05 0.11
H -0.4103 2.6111 2.5434 -0.08 -0.03 0.02
H 0.3849 3.8587 0.7676 0.01 0.01 -0.10
H -0.1582 3.4998 -0.8814 0.05 0.07 0.12
H 2.8237 3.1806 1.3545 -0.07 0.11 0.18
H 4.8094 1.8209 0.3764 0.21 -0.05 0.03
H 5.4047 0.3381 -1.6952 0.06 -0.02 -0.02
H 4.0279 -0.7464 -1.9366 0.06 -0.06 -0.03
H 4.3305 0.5547 -3.0885 0.09 -0.03 -0.06
```
Forces are in eV/Å.

Values from the calculation:
Calculated total energy = -1452.72523 Eh
ΔE to the lowest compared entry with this formula, charge and spin = 0.000 eV
HOMO-LUMO gap = 0.29732 Ha

Atomic partial charges in e from the Mulliken method, atoms 1 to 2: number 1, C, carries -1.369; number 2, C, carries 0.545